Record 1
The following is a DFT calculation (ωB97M-V with the def2-TZVPD basis set) of the molecule C4H7NO.

XYZ file:
```
13
Properties=species:S:1:pos:R:3:forces:R:3
O 2.4394 -0.7360 -0.3653 0.2528 -0.3457 0.1411
N 1.8431 0.4731 0.0367 -0.6070 0.0587 -0.0439
C 0.5883 0.3104 -0.0284 0.3290 0.0762 -0.0145
C -0.2638 -0.9090 -0.2589 -0.0039 -0.0875 -0.1260
C -1.4933 -0.0399 0.1559 -0.2096 -0.0150 0.0038
C -0.5860 1.2253 0.2254 0.0535 0.1595 0.0678
H 3.2852 -0.7506 0.0928 0.0928 0.1881 -0.0903
H -0.2882 -1.2428 -1.3003 -0.0013 0.1112 0.0610
H 0.0498 -1.7768 0.3369 -0.3065 0.2757 0.0305
H -2.2819 0.0190 -0.5981 0.1112 -0.0635 0.1223
H -1.9525 -0.2909 1.1157 0.1737 -0.0765 -0.1496
H -0.7591 1.9441 -0.5837 0.0570 -0.1676 0.1023
H -0.5808 1.7741 1.1712 0.0583 -0.1137 -0.1045
```
Forces are in eV/Å.

As for the energy above the lowest of the compared OMol25 structures with the same formula, charge and spin: 291.56 kJ/mol. Its SMILES is ON=C1CCC1. The HOMO energy comes out at -9.489 eV. The HOMO-LUMO gap is 10.6 eV.

Atom charges from the Löwdin analysis, given in e for atoms 1 to 5: -0.080, 0.045, -0.331, -0.109, -0.153

---

Record 2
The following is a DFT calculation (ωB97M-V with the def2-TZVPD basis set) of a structure of composition C53H131AsF6N9O11.

XYZ file:
```
211
Properties=species:S:1:pos:R:3:forces:R:3
As -20.4834 -21.6909 27.6673 -1.2199 0.0755 -0.4291
F -18.9622 -21.0689 26.9428 -1.1166 -0.8729 0.8740
F -21.4016 -20.6956 26.4625 0.9275 -0.7079 1.4143
F -22.0610 -22.2435 28.3640 1.4923 0.6141 -0.5345
F -19.6648 -22.8327 28.8172 -0.4635 1.5212 -1.2023
F -20.4396 -20.3171 28.8453 0.0327 -1.5500 -1.0979
F -20.5795 -23.0190 26.4654 0.4142 0.8883 1.0041
C -21.0947 -25.3148 33.6825 0.0998 -0.8337 0.4756
C -20.0652 -25.3436 34.8689 0.4989 0.1244 -1.0828
C -19.8482 -23.8393 35.2513 -1.4410 0.0605 1.3881
C -21.0819 -23.3036 36.0329 0.1231 -0.9926 1.0107
C -21.3479 -24.2136 37.2851 -0.0781 0.8391 -1.4513
C -21.5635 -25.7117 36.9036 0.0204 -1.3528 1.5777
N -20.5072 -26.2152 36.0112 0.4473 5.2573 0.6469
O -20.5519 -27.5356 35.7460 -0.1131 -1.5996 -0.3111
C -21.4547 -26.4752 38.2528 -0.2282 0.1648 0.4976
C -22.9924 -26.0314 36.4545 -0.7129 0.9023 -0.2766
C -18.7198 -25.9294 34.3860 -0.1222 -0.3425 -1.0862
H -22.0887 -25.1060 34.0781 0.0176 0.1335 -0.0714
H -21.1493 -26.2959 33.2107 -0.0180 -0.1629 0.0642
H -20.8833 -24.6110 32.8776 0.2944 0.1745 0.2562
H -18.9616 -23.6798 35.8649 0.0229 -0.4194 0.4504
H -19.6890 -23.0987 34.4675 -0.0276 -0.8594 -0.9132
H -22.0529 -23.2955 35.5377 0.3082 -0.1532 -0.9156
H -20.9208 -22.2518 36.2694 0.1084 -0.0365 0.4687
H -22.2795 -23.8703 37.7350 -0.1375 -0.1247 0.1477
H -20.5804 -24.0210 38.0347 0.2649 -0.6043 -0.0330
H -21.9797 -25.9200 39.0301 0.4394 0.8043 0.1207
H -22.0809 -27.3594 38.3717 0.6025 -0.7168 -0.8823
H -20.4136 -26.6322 38.5349 -0.0714 -0.1223 0.1669
H -23.6626 -26.2699 37.2803 0.2264 0.0933 0.3700
H -23.4265 -25.1203 36.0427 -0.2285 -0.2348 -0.6965
H -23.0812 -26.9011 35.8034 0.3199 0.2796 -0.3272
H -18.2564 -25.2460 33.6746 -0.0232 0.1234 -0.0391
H -18.8845 -26.8550 33.8344 -0.2689 -0.0142 -0.1910
H -17.9383 -26.2314 35.0833 -0.3456 0.5569 0.7570
H -19.8011 -27.8002 36.2825 0.0006 -0.9149 -0.1730
C -25.7915 -27.4707 28.6858 0.3190 -0.1362 0.9735
C -24.4511 -28.3315 28.7339 -0.2151 1.9439 0.5064
C -24.1905 -28.8115 30.2359 -1.0726 -0.4057 -0.7602
C -25.0444 -29.9934 30.6088 -0.5634 -1.8908 -1.2472
C -24.9740 -31.1262 29.5463 -0.1155 0.6029 0.6715
C -25.3083 -30.6669 28.0818 1.4724 -0.8823 0.7589
N -24.5212 -29.4416 27.7836 1.3333 -1.5588 1.0761
O -24.4622 -29.0826 26.4100 -0.8566 0.1545 0.6766
C -24.8371 -31.8689 27.2140 -0.1558 0.9820 0.4921
C -26.7911 -30.5275 27.9120 -0.6336 0.9101 -0.4014
C -23.2139 -27.3696 28.4195 -1.1299 -0.9961 -0.4082
H -25.5605 -26.4096 28.7791 -0.0401 0.0594 -0.3802
H -26.4175 -27.6682 29.5560 0.1265 -0.2290 0.3970
H -26.5045 -27.6660 27.8848 0.6921 0.0734 -0.5608
H -23.1332 -29.0204 30.3985 0.0305 -0.1425 -0.1970
H -24.5116 -28.1356 31.0285 0.3977 1.1733 -0.6567
H -26.1213 -29.8268 30.6371 -0.0486 1.0012 0.2477
H -24.7953 -30.3606 31.6044 0.1661 -0.1588 -0.0115
H -25.7332 -31.8706 29.7864 -0.1425 -0.1086 0.0551
H -24.0299 -31.6526 29.6869 0.3370 0.1157 -0.7072
H -23.7494 -31.8474 27.2804 0.0270 -0.2070 -0.6589
H -25.1835 -32.7973 27.6680 -0.0861 0.0255 0.0738
H -25.2839 -31.8015 26.2221 0.5524 -0.0030 -0.2100
H -27.3193 -31.4798 27.8644 0.1065 -0.0600 0.1692
H -27.2296 -29.8891 28.6790 -0.1340 -0.0963 0.0655
H -26.9393 -30.0176 26.9601 -0.2552 -0.0098 -0.1423
H -22.2714 -27.9167 28.4383 -0.0292 -0.1821 0.1585
H -23.1688 -26.5678 29.1564 -0.0967 -0.0455 -0.0537
H -23.3071 -26.9439 27.4204 -0.1110 0.1734 0.0876
H -23.5333 -29.1822 26.1889 0.1348 -0.0648 -0.0193
C -15.0323 -19.7413 29.9512 -0.4311 0.9198 0.3480
C -14.4415 -20.6330 31.0671 -0.6996 0.7539 -1.0805
C -15.2977 -21.9816 31.1307 2.2231 0.0953 0.5718
C -14.8396 -22.9470 30.0430 -0.8691 -0.2000 -0.6606
C -13.3590 -23.1324 29.8621 0.4917 0.9154 0.7280
C -12.6231 -21.7947 29.7096 0.2847 0.0606 -0.1540
N -13.0075 -20.8461 30.8102 0.7777 -1.9460 0.0654
O -12.1786 -19.6212 30.7941 -1.5712 -1.1353 -0.5447
C -11.1246 -22.0555 29.8996 0.9178 0.6711 -0.2347
C -12.9213 -21.2594 28.2730 0.8804 -0.0541 0.5571
C -14.5336 -19.9410 32.4086 -0.3593 -0.3451 0.4066
H -15.8708 -19.1314 30.2874 -0.2524 -0.2099 0.4053
H -15.4238 -20.2484 29.0694 0.3431 -0.1372 0.1058
H -14.2944 -18.9832 29.6884 0.1686 -0.1948 -0.3627
H -15.1054 -22.4161 32.1117 0.1371 -0.1495 0.1898
H -16.3706 -21.7899 31.1165 0.1218 0.3281 -0.3876
H -15.2453 -22.5448 29.1147 -0.0437 -0.1495 -0.2577
H -15.2431 -23.9572 30.1122 -0.5451 0.1235 0.3543
H -13.1614 -23.7075 28.9575 -0.0198 -0.0313 -0.0392
H -12.8819 -23.6704 30.6813 -0.2406 -0.1372 0.2985
H -10.5827 -21.2092 29.4775 0.2104 -0.0905 -0.2828
H -10.7498 -22.0861 30.9226 -0.7349 0.0603 0.4266
H -10.7081 -22.9776 29.4940 -0.4870 -0.0509 -0.6030
H -12.5258 -21.8948 27.4806 0.2075 -0.4338 0.2366
H -13.9891 -21.1815 28.0686 0.3392 0.4688 0.1098
H -12.3310 -20.3461 28.1990 -0.6496 0.4825 -0.2747
H -14.0135 -18.9850 32.4699 -0.3424 0.1239 -0.3112
H -14.0872 -20.5692 33.1795 0.0464 -0.1973 0.0129
H -15.5988 -19.8743 32.6300 0.0192 0.4960 0.2530
H -11.6356 -19.7606 31.5734 0.0172 -0.0422 0.0950
C -23.4055 -20.6120 22.3992 0.8088 0.3890 0.3905
O -24.2590 -19.7198 23.0907 -0.3836 -0.9623 -0.1577
H -22.6188 -19.9792 21.9883 0.0325 -0.4683 -0.4409
H -22.9659 -21.3248 23.0968 0.4045 -0.0026 0.1733
H -23.9460 -21.2354 21.6869 -0.0076 0.2894 -0.6394
H -24.8662 -20.3874 23.4182 -0.9345 0.7184 0.6932
C -16.0924 -25.3167 24.9947 1.0673 1.0986 0.5655
O -16.3446 -25.1970 23.6288 -0.5510 -0.2539 -1.1670
H -16.8926 -24.7792 25.5035 -0.2784 -0.7984 0.2199
H -15.8170 -26.3158 25.3323 -0.8026 -0.2301 0.1011
H -15.2181 -24.7181 25.2503 0.3949 0.1852 0.0603
H -15.7741 -25.7655 23.1062 0.1075 0.0103 0.1928
C -19.7991 -16.0681 26.3801 -0.9454 0.9109 0.1764
C -20.6388 -15.6259 25.1459 0.8636 0.5175 1.0560
C -19.7607 -14.9383 24.1518 0.7693 1.0247 0.0091
O -20.4469 -14.6383 22.9793 -0.3638 0.7141 -0.7864
C -19.5981 -13.9978 22.0491 -0.1465 -0.2678 0.0642
N -21.3484 -16.7003 24.5169 0.8530 -1.0832 0.3101
H -20.4486 -16.5494 27.1113 -0.1325 -0.4859 -0.2444
H -19.5465 -15.1624 26.9315 0.7446 0.1171 -0.0951
H -18.9392 -16.7087 26.1844 -0.0192 0.1281 -0.1714
H -21.3174 -14.8531 25.5070 -0.3842 -0.0318 0.0595
H -18.8293 -15.4285 23.8683 0.1645 -0.9425 0.2115
H -19.4044 -14.0192 24.6170 0.0837 0.5247 0.1842
H -19.1042 -13.1118 22.4480 -0.0478 0.2577 0.3746
H -20.1713 -13.6797 21.1782 -0.1128 -0.2583 0.0743
H -18.8025 -14.6815 21.7529 0.1146 -0.1809 -0.2784
H -20.5940 -17.0746 23.9593 -0.2026 -0.4144 -1.4501
H -21.2560 -17.4199 25.2196 -1.2416 -0.6425 0.4350
C -29.4776 -22.4807 21.4654 -1.7986 -0.6378 0.2307
C -28.4858 -21.7343 22.3006 0.4742 -1.1983 -1.4523
C -27.4997 -22.8163 22.9074 -1.1096 1.9984 1.2484
O -26.8127 -22.2250 23.9750 -0.1059 2.1032 -1.3718
C -25.9078 -23.0358 24.5934 0.3192 -0.2229 1.2411
N -27.8746 -20.7950 21.3446 1.5362 0.2712 0.5456
H -29.0642 -23.1690 20.7283 0.3112 0.1795 -0.0461
H -30.0797 -21.7220 20.9655 -0.1683 -0.2242 -0.3036
H -30.1818 -23.0561 22.0663 -0.0806 -0.2343 0.1426
H -29.0515 -21.1560 23.0312 0.5049 -0.2090 0.4962
H -26.8208 -23.2529 22.1748 -0.0313 -0.0255 -0.3166
H -28.0550 -23.5671 23.4695 -0.6959 -0.7211 -0.9812
H -26.4473 -23.8544 25.0698 0.1542 -0.5303 0.1766
H -25.5085 -22.3895 25.3750 0.5744 -0.4500 0.0574
H -25.1385 -23.4295 23.9290 0.2256 0.0090 -0.0512
H -27.2735 -21.3231 20.7283 0.5043 -0.0889 0.0523
H -28.5332 -20.4015 20.6878 -0.5153 0.0868 0.3768
C -20.4417 -25.0629 20.1022 -1.0369 -0.1685 -2.7360
C -20.9374 -25.1363 21.4793 0.7196 -1.3218 0.6819
C -20.6938 -26.5548 22.0981 -1.8816 0.8015 -0.6025
O -21.8293 -27.4172 21.7219 1.3611 0.4937 1.2055
C -21.4074 -28.6053 21.1124 -0.5492 -0.1987 -0.8959
N -20.1348 -24.1783 22.1773 0.3683 -0.2044 1.5423
H -19.3789 -24.9081 19.9164 0.1245 0.0488 0.7021
H -20.9750 -24.2262 19.6511 0.2710 0.1009 -0.4358
H -20.7004 -25.9500 19.5240 -0.2273 -0.1050 -0.1457
H -21.9798 -24.8287 21.5620 -0.1242 -0.4332 -0.0643
H -20.6132 -26.4066 23.1750 -0.5011 -0.4649 0.2870
H -19.7154 -26.9284 21.7959 -0.0816 -0.3135 -0.4521
H -21.0963 -28.3231 20.1065 0.8308 -0.4423 -0.1288
H -22.2346 -29.2906 20.9274 -0.5121 0.2942 0.3366
H -20.6988 -29.2106 21.6777 0.4734 0.3640 0.0263
H -20.3444 -24.4214 23.1350 -0.1776 1.0813 0.9501
H -19.2306 -24.6264 22.1359 0.9907 0.5562 -0.2139
C -25.5491 -22.0740 31.8674 1.2369 0.3125 0.5542
C -24.9666 -21.0794 32.8908 -0.4402 0.3248 0.2100
C -23.5449 -20.4467 32.5611 -0.8438 0.7077 0.8816
O -23.1768 -19.4438 33.5868 -0.1450 -1.0250 -0.2462
C -21.8524 -18.9107 33.3692 -1.1818 -0.2293 0.1180
N -26.0607 -20.0609 33.0643 1.6632 0.5061 -0.1006
H -24.9280 -22.9694 31.8432 -0.0578 -0.1051 -0.3722
H -25.5877 -21.5725 30.9004 -0.0414 -0.2563 -0.0729
H -26.5559 -22.3487 32.1820 0.0363 0.0364 -0.0379
H -24.8590 -21.5370 33.8743 0.3551 -0.5273 -0.0007
H -23.5456 -19.9705 31.5807 -0.0801 0.0988 -0.1329
H -22.7506 -21.1931 32.5738 -0.2312 -0.3801 -0.1088
H -21.1146 -19.7053 33.2580 -0.0471 -0.0999 -0.7506
H -21.4828 -18.3758 34.2441 -0.6445 0.1982 0.1973
H -21.9880 -18.2162 32.5402 0.9030 -0.1170 -0.2635
H -25.5523 -19.3570 33.5801 -0.2555 0.8699 0.1119
H -26.7184 -20.4053 33.7491 -0.1886 -0.3554 -0.0269
C -29.4044 -16.7588 23.7733 -0.5488 -0.8187 0.9702
C -27.9596 -16.6520 24.2473 0.1019 0.8322 -1.1809
C -27.5475 -17.4237 25.4613 1.4121 -0.6679 0.4131
O -26.0786 -17.3566 25.6733 -1.8708 0.2860 0.7889
C -25.7782 -17.9784 26.9108 0.4586 -0.2893 0.7333
N -27.0752 -17.0150 23.1441 -0.2279 0.4995 -0.5225
H -29.7120 -16.0562 22.9988 0.5757 0.2720 -0.0085
H -30.0646 -16.5708 24.6200 -0.3955 -0.2415 0.0381
H -29.5723 -17.7492 23.3503 -0.2671 -0.2270 0.2062
H -27.9006 -15.5861 24.4676 0.8854 0.1953 0.0674
H -27.7559 -18.4867 25.3400 -0.3285 -0.2571 -0.0846
H -28.0927 -17.0655 26.3345 0.1177 0.0657 0.2705
H -25.8505 -19.0659 26.9042 -0.2287 -0.2384 -0.4523
H -26.3531 -17.6582 27.7798 -0.8462 0.3831 -0.2137
H -24.7785 -17.7874 27.3009 0.4042 0.3248 -0.9722
H -27.3053 -17.9613 22.8762 0.4116 -0.8489 0.3713
H -27.4932 -16.5610 22.3446 0.3553 0.6741 -0.4589
C -16.6264 -19.6870 22.1754 0.3394 -1.2277 -0.5191
C -17.8754 -18.8848 21.8514 -0.2783 0.4402 0.5533
C -18.1192 -18.7474 20.3233 -0.8030 0.8134 0.8191
O -19.0842 -17.6765 20.0464 1.2983 -0.7780 -1.3645
C -19.1248 -17.2962 18.6277 -0.3210 -0.2019 1.3640
N -19.0713 -19.4143 22.5741 0.8841 0.8398 -0.8417
H -15.7826 -19.4459 21.5289 0.0407 0.0217 -0.1701
H -16.8644 -20.7456 22.0717 0.1390 -0.2591 -0.4146
H -16.2368 -19.6581 23.1930 -0.4410 0.6589 0.2143
H -17.6451 -17.9100 22.2812 -0.5095 0.4754 -0.2982
H -18.4754 -19.7163 19.9731 -0.2924 -0.1180 -0.2905
H -17.1924 -18.5247 19.7946 0.2075 0.0753 0.0903
H -19.6970 -17.9930 18.0152 -0.3529 -0.1691 0.2373
H -18.1688 -17.2167 18.1101 0.5236 0.0289 0.5258
H -19.5959 -16.3133 18.6287 -0.0785 -0.1341 -0.1264
H -18.7701 -19.5625 23.5267 -0.2552 -0.1657 0.2977
H -19.2960 -20.3211 22.1903 -0.1439 -0.2905 0.0331
```
Forces are in eV/Å.

As for the energy above the lowest of the compared OMol25 structures with the same formula, charge and spin: 513.26 kJ/mol. The total charge is -1. The HOMO energy comes out at -6.579 eV. The HOMO-LUMO gap is 8.5 eV.

Atom charges from the Löwdin analysis, given in e for atoms 1 to 5: 0.917, -0.313, -0.319, -0.325, -0.322

---

Record 3
The following is a DFT calculation (ωB97M-V with the def2-TZVPD basis set) of the molecule C3H6N2S.

XYZ file:
```
12
Properties=species:S:1:pos:R:3:forces:R:3
H 1.6907 2.5345 1.5418 0.3320 -1.5984 -0.6911
N 1.5390 1.5616 1.1284 0.3226 2.4704 1.1559
C 0.6004 1.7161 0.3126 -1.7859 -1.2136 -0.7962
N -0.0984 0.5854 -0.2306 -1.7058 0.5144 -1.1900
C 0.1908 -0.7859 -0.2382 0.6173 2.1722 0.2712
C -0.9575 -1.7191 -0.3757 -1.3504 -1.7996 -1.1450
S 1.7320 -1.2393 -0.0532 0.1858 -0.8143 0.0412
H 0.0821 2.6685 0.0029 0.6181 -0.8936 0.3425
H -0.9726 0.8273 -0.7563 1.2333 -0.2209 0.9717
H -1.3310 -2.0699 0.6140 0.5068 0.2323 -0.5984
H -1.8925 -1.4951 -0.9769 1.1084 0.8745 0.7294
H -0.5828 -2.5840 -0.9688 -0.0822 0.2766 0.9087
```
Forces are in eV/Å.

As for the energy above the lowest of the compared OMol25 structures with the same formula, charge and spin: 137.66 kJ/mol. Its SMILES is [H]/N=C/NC(C)=S. The HOMO energy comes out at -8.162 eV. The HOMO-LUMO gap is 8.5 eV.

Atom charges from the Löwdin analysis, given in e for atoms 1 to 5: 0.081, 0.061, -0.315, -0.041, -0.888

---

Number 1: E_LUMO 1.10 eV, F_max 0.61 eV Å⁻¹. Number 2: E_LUMO 1.94 eV, F_max 5.32 eV Å⁻¹. Number 3: E_LUMO 0.31 eV, F_max 2.75 eV Å⁻¹.